This record from the Open Molecules 2025 dataset describes a single C2H2N2O molecule. The level of theory is ωB97M-V/def2-TZVPD.

```
7
Properties=species:S:1:pos:R:3:forces:R:3:nbo_charge:R:1
O 0.584 1.911 0.512 -0.43 -0.33 -0.07 -0.47
C -0.211 1.055 0.206 0.30 0.32 0.13 0.32
C -0.092 -0.335 0.776 0.07 0.28 0.20 -0.04
N 1.118 -0.935 0.440 -0.19 -0.20 -0.25 -0.06
N 0.475 -1.656 -0.347 0.19 0.09 0.04 -0.17
H -1.139 1.278 -0.357 0.16 -0.06 -0.05 0.13
H -0.643 -1.401 -0.072 -0.10 -0.11 0.01 0.29
```
Forces are in eV/Å.

Properties
Energy above the lowest of the compared OMol25 structures with the same formula, charge and spin: 564.57 kJ/mol
LUMO level: -0.0291 Eh
HOMO: -9.7 eV
E: -7127.9922 eV
HOMO-LUMO gap: 0.3289 Ha
SMILES string: O=CC1=NN1